Density functional theory data (the ωB97M-V functional and the def2-TZVPD basis) for a molecular structure, C10H21B2F8N2O3Tl in a non-equilibrium geometry.

Atoms and positions in Å:
Tl  -2.89611  -1.09376  0.71769
C  2.52672  -1.44051  1.38992
C  2.09783  -0.06211  2.07491
C  3.27556  0.85851  2.09919
C  3.67391  1.50311  0.80617
C  2.55921  2.29354  0.13070
C  1.19070  1.44516  0.12964
N  0.97608  0.63158  1.41568
O  -0.25453  -0.01251  1.49812
C  1.06585  0.53752  -1.09437
C  0.08454  2.50317  -0.00352
C  1.86705  -0.31520  3.60903
H  2.78642  -1.37090  0.33581
H  1.75456  -2.20099  1.50971
H  3.35350  -1.84413  1.97341
H  4.20004  0.31747  2.30467
H  3.18615  1.58740  2.90596
H  3.98569  0.63940  0.21373
H  4.59287  2.08652  0.86488
H  2.85078  2.48846  -0.90024
H  2.41435  3.22719  0.67365
H  1.25111  1.10080  -2.00956
H  0.05293  0.17407  -1.27003
H  1.86075  -0.20413  -1.02281
H  -0.89223  2.05887  -0.19668
H  0.47648  3.21232  -0.73110
H  -0.04601  3.09830  0.90198
H  1.03485  -1.00838  3.73468
H  1.67877  0.60390  4.16132
H  2.74192  -0.82050  4.01562
B  -4.36317  2.04326  0.53681
F  -3.34870  1.52302  -0.30952
F  -3.82138  3.11063  1.24776
F  -5.32346  2.46191  -0.33712
F  -4.68597  1.06021  1.46257
B  -2.07637  0.37788  -3.07122
F  -2.36400  1.68428  -2.77668
F  -2.20155  -0.19844  -1.81695
F  -3.06422  -0.01348  -3.92029
F  -0.84724  0.30371  -3.67770
C  -3.36344  -4.76002  -3.02348
N  -2.57784  -4.31668  -1.83330
O  -2.84967  -3.22057  -1.33412
O  -1.84368  -5.09657  -1.30273
H  -4.37168  -4.35703  -3.08446
H  -3.51707  -5.84049  -3.02373
H  -2.83031  -4.75579  -3.97403

Output
HOMO-LUMO gap = 4.5 eV